53
Properties=species:S:1:pos:R:3:forces:R:3 method="wB97M-V/def2-TZVPD" fmax_ev_per_a=7.832 spin_multiplicity=1 lumo_energy_ev=-0.30
C -1.16352 -2.62472 3.16084 -0.040 0.311 -0.121
H -1.46151 1.97638 -2.98165 -1.665 -0.949 1.800
O 2.98213 3.85191 2.46483 -1.227 -0.467 1.202
C -2.83684 -1.58825 -1.30933 0.750 0.765 0.761
I 1.36876 1.46746 -1.38164 0.134 -0.332 -1.241
H -2.67275 -2.69700 -1.64609 -0.470 2.070 0.837
H 0.01510 -4.89100 1.14775 -0.133 0.130 0.346
H -2.28166 -1.73424 6.08222 0.146 -0.248 -0.273
H 2.77199 -1.48421 -3.86343 0.003 2.092 0.904
H 2.43891 6.10657 3.81487 0.163 -0.206 0.063
O -1.78498 -0.94698 -4.16521 3.659 0.926 3.341
H -2.90801 -1.17450 4.51971 0.266 0.019 -0.010
H 0.54251 -3.19896 1.22363 -0.251 0.018 -0.010
C -2.01315 -1.52698 5.04263 -0.188 0.467 0.263
O -1.53518 -2.73844 4.46093 0.366 -0.120 -1.113
O 1.84588 4.20806 4.42968 0.086 -0.662 -0.825
H 3.68084 5.15198 4.70600 -0.187 0.062 -0.187
H -3.87222 -1.39638 -0.76866 2.068 -0.655 -1.238
O -1.20825 -1.60639 2.48858 0.094 -1.386 0.892
C 3.04849 -0.45674 -3.38123 1.525 -0.186 0.868
O -0.73345 -3.84034 2.73840 -0.367 0.881 0.472
H -5.16320 0.65233 -2.84047 1.346 -1.756 -1.379
H 3.98202 -0.04932 -4.00422 -2.244 -0.724 1.208
H 0.85547 0.77755 2.13517 0.001 0.264 0.225
H -1.70622 1.31585 -1.15435 -0.852 0.525 -2.406
H -1.99732 -1.22652 -0.55057 -1.663 -1.183 -1.382
H -4.56088 0.11629 -4.61037 -0.140 -0.426 2.374
C 2.14257 3.53146 3.29148 0.340 0.124 -0.336
C -2.21080 1.44768 -2.22657 0.537 0.635 1.018
H -5.11194 -1.20691 -3.35182 1.107 2.232 -0.248
O 0.69181 0.36452 -4.21798 -0.551 -2.046 3.212
H 1.32664 2.18662 1.16577 0.207 0.044 0.349
O 1.34327 2.43657 3.23249 0.526 0.908 0.223
H 2.29539 5.85242 5.56470 -0.133 -0.329 -0.166
C 1.54621 1.62329 2.07850 0.020 -0.372 -0.247
P -0.08318 -1.11754 -3.78590 1.158 -5.196 -5.745
C 2.61584 5.39262 4.62570 0.270 0.443 0.098
H 0.08914 -2.73896 -2.26845 0.388 2.168 -0.281
O 0.25435 -1.73267 -2.19779 -1.369 0.472 -2.479
H -3.18866 2.09982 -2.03085 2.130 -1.404 -0.713
C 3.67120 -0.72897 -1.85270 1.058 -0.270 -0.737
H -1.23152 -0.76045 5.03516 -0.200 -0.090 -0.149
H 2.36935 1.63463 -3.94164 -1.542 -2.132 1.190
H 2.88444 -1.19013 -1.11986 1.522 1.075 -1.434
H 4.19190 0.25517 -1.42173 -1.474 -2.178 -0.865
Si -2.70793 -0.32517 -2.80847 -2.594 0.106 0.132
O 0.46309 -2.23279 -4.81586 -2.053 4.202 4.190
C -0.30729 -3.87178 1.37764 0.162 -0.052 -0.476
H 2.56845 1.23198 2.05695 -0.123 0.232 -0.130
C 1.87335 0.68386 -3.41267 2.069 0.902 -1.448
C -4.55465 -0.16186 -3.45951 -0.756 -0.387 -0.689
H 4.56994 -1.50399 -1.98278 -2.046 1.544 0.234
H -1.13397 -3.61287 0.70815 0.168 0.137 0.128


24
Properties=species:S:1:pos:R:3:forces:R:3 method="wB97M-V/def2-TZVPD" fmax_ev_per_a=1.278 spin_multiplicity=1 e_above_lowest_ev=1.662 smiles=CO.CO.O.O.O.O lumo_energy_ev=-0.33
H 1.50786 -4.49276 -1.40739 0.747 0.338 0.311
H 1.43967 2.16742 0.83243 -0.358 0.121 0.200
O -0.10709 -0.45337 -0.03354 0.393 0.001 0.005
H 0.93913 3.39923 3.02194 -0.593 0.401 0.150
H -0.00290 -3.81983 -1.08257 -0.347 0.252 -0.060
O 1.52195 -2.75371 -0.17229 0.373 -0.759 -0.533
O -2.63230 0.86901 -0.73193 0.197 -0.105 -0.045
O -2.24028 -2.11114 -0.00006 -0.477 -0.530 0.063
H 1.07143 -2.95863 -2.19782 0.076 -0.040 -0.165
O 1.22647 2.16686 -0.93730 -0.152 -0.201 -0.130
H 0.96150 -1.97441 -0.15881 -0.104 0.128 0.270
C 0.59292 2.46950 2.57044 0.202 0.951 -0.028
H -3.48267 1.25888 -0.52922 -0.246 0.044 0.242
H -0.28865 2.62290 1.94803 -0.274 0.123 0.319
C 1.02978 -3.52339 -1.26647 -0.689 -0.113 0.190
H -2.74053 -1.43272 -0.45361 -0.109 0.172 -0.106
H 2.18034 2.10931 -0.99281 0.464 -0.087 -0.116
H 0.99219 2.86513 -1.54865 -0.157 0.230 -0.138
O 1.66136 2.06204 1.76050 0.803 -0.991 0.082
H -0.90845 0.03239 -0.22870 -0.480 0.341 0.083
H 0.60056 0.13987 -0.28559 0.280 0.278 -0.016
H 0.36034 1.81729 3.41223 0.146 -0.534 -0.351
H -1.34072 -1.78405 0.00351 0.243 -0.122 0.091
H -2.34190 1.32417 -1.52234 0.061 0.102 -0.317


50
Properties=species:S:1:pos:R:3:forces:R:3 method="wB97M-V/def2-TZVPD" charge=+1 fmax_ev_per_a=0.591 spin_multiplicity=1 e_above_lowest_ev=0.000 lumo_energy_ev=-2.49
C -1.88003 -1.05074 3.76908 0.108 -0.080 -0.112
H 0.29742 0.98334 -4.92772 -0.014 0.026 -0.086
C -0.47636 -1.38917 5.90402 0.184 -0.016 -0.087
H 0.46902 -1.25672 -1.89082 0.023 0.176 -0.097
H -1.03823 -2.27879 6.19230 -0.071 0.039 0.021
H -2.38764 -0.16493 4.15348 -0.027 -0.043 0.068
C -1.61682 1.11832 0.81615 0.185 -0.042 -0.232
N -0.47369 0.91315 1.42581 -0.142 0.315 0.454
C -0.52297 -1.21310 4.41208 -0.053 0.049 0.026
H -1.72334 -0.94490 2.70016 -0.131 -0.011 -0.052
C -0.54174 -2.86924 -0.84330 -0.012 0.047 -0.120
H 0.40582 -3.19501 -0.41994 0.083 0.054 0.058
H -2.51043 -1.92170 3.95312 -0.014 0.037 0.137
N 1.30523 -0.59331 1.02021 -0.140 0.191 -0.434
N -1.75752 0.34693 -0.25759 -0.142 -0.042 0.376
C -0.95569 -3.79645 -1.97305 0.004 -0.057 0.068
C -0.50015 1.58094 -4.48349 -0.043 -0.016 0.200
H 3.46392 1.89388 2.91511 0.006 0.003 0.005
H -3.19481 -0.50774 -5.19311 -0.003 0.002 -0.005
F -0.27856 -3.43544 -3.13861 -0.014 -0.037 0.100
O 0.48027 -1.19261 3.73070 0.040 0.019 0.054
H 2.18308 2.35969 1.76733 -0.050 0.105 0.032
H -1.58856 -0.57503 -5.95482 0.025 0.055 -0.062
H -0.71403 -4.83227 -1.74665 0.038 -0.049 -0.018
H 0.55505 -1.49049 6.23066 0.002 -0.001 0.008
H -0.73406 2.39411 -5.17138 0.033 -0.031 -0.070
H 1.82932 -1.07943 0.31637 0.137 -0.164 0.147
H 2.96787 3.45571 -0.52990 -0.043 0.059 0.042
H -1.29525 -2.92492 -0.05796 -0.023 -0.075 0.086
C -1.71934 0.72688 -4.26745 -0.037 0.061 -0.181
C -2.32347 0.07578 -5.47854 -0.097 -0.055 0.157
Cl -2.79869 2.22662 1.25541 -0.048 0.083 0.078
H 3.07267 3.60553 2.65286 -0.073 0.028 -0.047
C -0.46456 -1.43066 -1.36478 -0.247 -0.506 0.179
C 0.12544 -0.05761 0.72172 0.263 -0.232 0.137
H -0.16172 1.99742 -3.53729 -0.001 0.009 -0.007
H -2.49719 0.32621 -0.94782 0.218 0.009 -0.361
C 4.18134 2.67533 1.05975 -0.059 0.023 -0.008
H -0.93028 -0.52700 6.39490 -0.076 -0.032 0.007
H 1.67281 -0.45571 1.94793 0.020 -0.043 0.069
H -1.29045 -1.25455 -2.04826 0.128 0.063 -0.214
H 4.72226 3.59612 -0.79167 0.004 0.000 0.000
H -2.02592 -3.72660 -2.16860 -0.018 0.103 -0.126
H -2.61820 0.83827 -6.20066 0.068 -0.005 -0.051
C 3.16086 2.62988 2.17362 0.085 -0.116 0.029
O -2.19787 0.57266 -3.15887 0.031 -0.094 0.251
C 3.92776 3.66473 -0.05323 0.143 -0.052 -0.012
N -0.63777 -0.44198 -0.31035 -0.176 0.307 -0.374
O 5.14253 1.94580 1.05566 -0.001 -0.071 -0.030
H 3.89266 4.67880 0.34741 -0.076 0.009 -0.003


Values of E_tot, in order: -2154.984235; -537.184086; -1554.235283, all in Ha.
Values of highest occupied orbital energy, in order: -9.682; -9.598; -11.640, all in eV.
Values of HOMO-LUMO gap, in order: 9.377; 9.263; 9.148, all in eV.